15
Properties=species:S:1:pos:R:3:forces:R:3:nbo_charge:R:1 method="wB97M-V/def2-TZVPD" smiles=CC(C)CO homo_ev=-10.28 homo_lumo_gap_ev=11.299 lumo_energy_ev=1.0 de_lowest_ev=0.976
C -0.3686 -0.6821 1.3518 -0.04 0.07 0.01 -0.607
C -0.1390 -0.1109 -0.0533 -0.54 0.33 -0.17 -0.282
C 0.0803 -1.2115 -1.1009 -0.02 0.08 -0.02 -0.604
C 0.7164 1.1564 -0.1629 -0.21 0.60 -0.18 -0.063
O -0.2215 2.1946 -0.6201 0.96 0.56 0.23 -0.747
H -1.3366 -1.1958 1.3812 0.15 0.05 0.03 0.211
H -0.3925 0.1076 2.1124 -0.04 -0.08 -0.13 0.203
H 0.3847 -1.4167 1.6702 -0.01 0.23 -0.24 0.204
H -1.0021 0.5116 -0.3671 -0.62 -1.73 0.27 0.238
H 0.8577 -1.9437 -0.8394 -0.07 0.31 0.11 0.201
H -0.8525 -1.7753 -1.2257 0.17 0.05 0.02 0.211
H 0.3371 -0.7874 -2.0781 -0.06 -0.03 0.14 0.211
H 1.4641 1.1123 -0.9606 -0.06 -0.04 0.22 0.187
H 1.1937 1.4593 0.7768 -0.04 -0.07 -0.16 0.173
H -0.7213 2.5816 0.1158 0.43 -0.34 -0.11 0.467